DFT (ωB97M-V with the def2-TZVPD basis set) results for the ion C2H6N2O3PS with charge -1 in a non-equilibrium geometry.

total charge = -1
multiplicity = 1
E_HOMO = -3.9 eV

Last column: natural (NBO) charge in e.
Element x y z (Å)
S (0.918, 0.606, -0.742)  0.469
P (1.612, -0.627, 1.895)  2.470
O (2.274, 0.294, 0.856)  -1.153
O (1.441, -2.062, 1.511)  -1.199
O (1.938, -0.283, 3.262)  -1.184
N (-0.181, -0.153, 1.562)  -0.822
N (-1.556, -0.293, -0.350)  -0.830
C (-0.349, -0.025, 0.241)  0.311
C (-0.114, 1.075, -2.296)  -0.822
H (-0.960, 1.616, -1.747)  0.209
H (-1.555, -0.929, -1.158)  0.399
H (0.343, 1.661, -3.022)  0.214
H (-0.686, 0.127, -2.558)  0.179
H (-2.228, -0.614, 0.376)  0.374
H (-0.896, -0.393, 2.169)  0.385

=====

DFT (ωB97M-V with the def2-TZVPD basis set) results for the molecule C3H2FNOS in a non-equilibrium geometry.

total charge = 0
multiplicity = 1
E_HOMO (spin up / spin down) = -8.7 / -8.4 eV

Last column: natural (NBO) charge in e.
Element x y z (Å)
S (-0.906, -0.814, -1.045)  1.090
F (-1.240, 2.747, -0.257)  -0.278
O (-1.104, -2.124, -1.655)  -0.869
N (0.171, 1.231, 0.480)  -0.442
C (-0.922, 1.792, 0.487)  0.528
C (0.503, -0.963, -0.075)  -0.525
C (0.825, 0.156, 0.785)  0.015
H (1.040, -1.963, -0.162)  0.257
H (1.632, -0.061, 1.443)  0.223

=====

DFT (ωB97M-V with the def2-TZVPD basis set) results for a structure of composition C3H4OS in a non-equilibrium geometry.

total charge = 0
multiplicity = 1
E_HOMO (spin up / spin down) = -7.5 / -7.5 eV

Last column: natural (NBO) charge in e.
Element x y z (Å)
S (0.954, 0.136, -1.459)  0.358
O (-0.791, 1.033, -0.255)  -0.390
C (-0.177, 1.485, -1.410)  -0.298
C (0.051, 0.017, -0.032)  0.114
C (0.120, -0.938, 1.126)  -0.668
H (-0.578, -0.517, 1.822)  0.249
H (-0.894, 1.654, -2.139)  0.174
H (0.104, -1.886, 0.693)  0.240
H (1.212, -0.984, 1.655)  0.221

=====

DFT (ωB97M-V with the def2-TZVPD basis set) results for a structure of composition C49H62N5O3P2Sr.

total charge = -1
multiplicity = 1
E_HOMO = -3.9 eV

Last column: natural (NBO) charge in e.
Element x y z (Å)
Sr (0.040, 0.616, -0.370)  1.788
P (1.006, -2.546, 0.953)  0.834
P (-2.884, -0.560, -1.399)  0.790
O (-1.442, 1.939, 0.761)  -0.905
O (-1.670, 3.007, 2.709)  -0.751
O (1.087, 0.890, 1.811)  -0.754
N (0.001, 1.645, -3.126)  -0.490
N (-0.042, -1.562, -1.644)  -0.839
N (-2.291, -0.754, 2.689)  -0.843
N (1.235, 2.523, 3.412)  -0.245
N (0.943, 2.671, 4.764)  -0.217
C (-2.362, -2.510, -5.039)  -0.327
C (0.288, -4.212, 0.606)  -0.530
C (-5.081, 0.504, -3.121)  -0.610
C (0.359, 0.596, 4.121)  -0.394
C (-0.564, -4.706, 1.773)  -0.613
C (-3.813, 2.083, -1.683)  -0.626
C (2.405, 4.728, 0.719)  -0.200
C (-2.154, -1.421, -2.854)  -0.469
C (0.907, 1.275, 2.971)  0.649
C (-2.057, 2.224, 1.835)  0.801
C (0.339, 1.487, 5.137)  0.255
C (-1.051, -2.964, -4.916)  -0.170
C (-4.995, -2.538, -1.364)  -0.617
C (3.470, 1.561, -0.665)  -0.190
C (-0.296, -2.660, -3.810)  -0.334
C (2.867, -4.114, 2.576)  -0.607
C (-4.262, 0.626, -1.837)  -0.508
C (3.545, 2.392, -3.284)  -0.224
C (1.349, -1.749, -1.683)  0.248
C (-2.884, -1.775, -3.991)  -0.184
C (-0.782, -1.848, -2.748)  0.315
C (2.330, 2.188, -2.624)  -0.171
C (3.835, 5.016, 2.629)  -0.219
C (-0.133, 3.563, -5.140)  -0.184
C (-2.859, -3.010, -0.162)  -0.620
C (1.200, -5.314, 0.071)  -0.613
C (1.071, 2.416, -3.397)  0.242
C (3.251, -1.651, 2.430)  -0.615
C (2.196, -2.756, 2.364)  -0.525
C (1.012, 3.398, -4.391)  -0.265
C (-3.349, 1.453, 2.083)  -0.521
C (3.503, -1.483, -2.780)  -0.215
C (4.148, -2.066, -1.691)  -0.250
C (2.227, 1.752, -1.294)  -0.492
C (-3.834, -1.926, -0.588)  -0.507
C (4.695, 1.745, -1.290)  -0.248
C (-0.274, 1.356, 6.488)  -0.658
C (2.135, -1.329, -2.772)  -0.210
C (1.624, 3.826, 1.426)  -0.123
C (2.012, -2.255, -0.544)  -0.436
C (0.266, 3.934, 5.080)  -0.431
C (3.502, 5.328, 1.318)  -0.220
C (-1.211, 2.728, -4.895)  -0.243
C (4.736, 2.162, -2.617)  -0.262
C (3.398, -2.431, -0.592)  -0.199
C (3.088, 4.086, 3.334)  -0.235
C (1.992, 3.499, 2.719)  0.106
C (-1.082, 1.799, -3.880)  0.033
C (-3.121, 0.357, 3.122)  -0.207
H (-5.887, 1.244, -3.108)  0.200
H (3.486, 1.238, 0.374)  0.175
H (-1.176, 1.963, 6.566)  0.231
H (-5.808, -1.833, -1.528)  0.200
H (-4.242, -1.444, 0.314)  0.204
H (1.639, -0.845, -3.602)  0.211
H (0.590, -6.098, -0.388)  0.199
H (3.348, 3.798, 4.344)  0.216
H (-3.095, 2.210, -0.873)  0.257
H (-2.655, 0.810, 4.003)  0.191
H (-0.556, 0.319, 6.661)  0.234
H (3.508, -4.074, 3.461)  0.198
H (3.902, -2.854, 0.268)  0.194
H (0.416, 1.667, 7.272)  0.221
H (0.745, 3.385, 0.981)  0.250
H (-0.660, 4.020, 4.509)  0.251
H (4.692, 5.476, 3.103)  0.204
H (-2.130, 2.787, -5.462)  0.203
H (5.683, 2.294, -3.127)  0.191
H (1.874, 4.032, -4.546)  0.214
H (2.889, -0.685, 2.086)  0.248
H (-0.383, -3.937, -0.215)  0.246
H (1.521, -2.589, 3.216)  0.218
H (5.618, 1.554, -0.754)  0.191
H (-4.081, -0.059, 3.447)  0.175
H (4.103, 6.033, 0.758)  0.207
H (-1.893, 1.109, -3.672)  0.198
H (1.793, -5.783, 0.856)  0.195
H (-2.506, -3.558, -1.038)  0.217
H (-4.679, 2.718, -1.487)  0.196
H (-2.963, -2.746, -5.907)  0.198
H (-4.940, 0.426, -0.992)  0.213
H (-4.463, 0.722, -3.994)  0.205
H (3.572, 2.697, -4.324)  0.188
H (-0.183, 4.327, -5.906)  0.203
H (5.223, -2.197, -1.685)  0.200
H (-2.712, -1.214, 1.887)  0.353
H (-3.916, -1.469, -4.057)  0.197
H (-5.408, -3.387, -0.811)  0.200
H (3.500, -4.388, 1.732)  0.203
H (-3.353, 2.450, -2.600)  0.201
H (4.075, -1.113, -3.621)  0.208
H (2.159, -4.925, 2.725)  0.202
H (-1.977, -2.598, 0.327)  0.228
H (3.586, -1.543, 3.464)  0.197
H (-1.190, -5.545, 1.459)  0.202
H (0.083, 3.946, 6.152)  0.198
H (-1.217, -3.930, 2.170)  0.224
H (0.708, -3.054, -3.737)  0.211
H (-4.104, 2.148, 2.459)  0.209
H (2.147, 4.941, -0.308)  0.224
H (-0.009, -0.412, 4.135)  0.246
H (-3.707, 1.004, 1.152)  0.196
H (-1.384, -0.431, 2.355)  0.361
H (-0.610, -3.579, -5.693)  0.195
H (4.127, -1.909, 1.829)  0.202
H (-3.344, -3.718, 0.514)  0.201
H (0.059, -5.062, 2.596)  0.193
H (-5.534, -0.473, -3.269)  0.204
H (0.936, 4.756, 4.840)  0.214
H (-4.665, -2.915, -2.333)  0.217
H (1.881, -4.943, -0.692)  0.224